A molecular structure, C22H95AlNO25S2. Source: the OMol25 dataset; level of theory: ωB97M-V with the def2-TZVPD basis set.

Geometry as XYZ:
```
146
Properties=species:S:1:pos:R:3:forces:R:3:lowdin_charge:R:1
S -0.839586 4.164294 -1.828850 -0.08 0.21 -0.09 0.8952
S -3.272659 2.871765 -0.745976 -0.13 -0.29 0.24 0.6925
Al 2.633603 2.429994 -2.826983 -0.23 -0.40 -0.27 0.3382
O 4.981310 1.622347 -1.306501 0.06 -0.08 -0.05 -0.3023
O 3.732000 -1.194627 -7.803852 0.08 -0.07 0.09 -0.0715
O -8.971765 4.757838 0.829124 -0.14 0.07 -0.08 -0.0692
O -5.796119 -1.857948 -0.095941 -0.08 -0.02 0.00 -0.0524
O 3.222027 1.561915 7.553133 0.12 0.00 0.25 -0.0439
O -3.198859 4.387095 -5.735887 0.01 0.00 -0.11 -0.0617
O -4.936218 4.001073 -3.371868 -0.42 0.04 -0.34 -0.0826
O 1.771983 -1.398468 -5.222548 0.00 -0.19 -0.03 -0.0471
O 1.300213 -6.086657 -4.016347 -0.07 -0.02 -0.02 -0.0703
O -3.574383 3.360245 -8.351916 -0.05 0.05 -0.07 -0.0631
O 3.778612 3.847873 4.959705 0.14 -0.05 0.18 -0.0511
O -4.151597 -0.452265 2.801473 -0.05 -0.01 -0.02 -0.0522
O 3.995065 5.217016 -0.477650 0.29 -0.01 0.18 -0.0804
O -1.695181 -8.058174 -0.161376 0.11 0.01 -0.12 -0.0575
O 1.910755 -4.124345 -1.930227 -0.23 -0.12 -0.18 -0.0516
O -7.146030 4.667211 -1.551701 -0.19 0.24 -0.03 -0.0619
O -0.311728 -0.827346 8.263492 0.03 0.06 0.02 -0.0596
O 1.086142 -8.243568 -1.192881 -0.26 -0.04 -0.03 -0.0483
O 4.908424 0.093015 -5.291462 -0.09 -0.06 -0.18 -0.0826
O 4.971630 -0.635117 8.813458 0.02 0.02 0.07 -0.0669
O -0.270932 -8.017921 3.343272 -0.01 -0.08 -0.06 -0.0531
O 1.062587 3.606442 -6.437006 0.03 0.13 -0.23 -0.0563
O 3.392075 -2.460941 0.259901 -0.07 0.20 -0.01 -0.0523
O -1.784767 5.843192 1.310739 0.03 -0.10 0.14 -0.0727
O 3.975925 -0.905421 3.110847 0.01 -0.09 0.01 -0.0609
N -0.849971 1.716825 -0.787748 -0.32 1.00 1.14 -0.1485
C -0.910950 -4.717646 0.126918 -0.16 -0.27 -0.02 -0.2203
C -0.303889 2.014657 4.766584 0.03 0.07 -0.18 -0.1865
C 0.997001 1.357013 -3.416944 0.10 0.60 -0.06 -0.2550
C -0.008635 -4.802598 2.533988 -0.04 -0.19 -0.13 -0.1065
C -2.387844 -2.626951 -0.194576 -0.14 0.11 0.14 -0.2050
C -1.144797 -5.185470 1.575726 0.34 0.07 0.22 -0.2485
C 1.862729 1.723131 3.397267 -0.27 -0.28 0.34 -0.1946
C -1.281904 -0.369821 4.535719 0.09 -0.14 -0.16 -0.1031
C -1.478197 0.563365 -0.144353 -0.05 -0.47 0.00 -0.2085
C -1.647419 2.780568 -1.078257 0.43 -0.46 -0.52 -1.0501
C 1.046196 1.227489 2.192964 0.43 0.08 -0.36 -0.1842
C 0.474547 2.024206 -0.178847 0.10 -0.39 -0.40 -0.1991
C -0.264009 2.126209 -3.904922 0.45 -0.24 0.52 -0.3011
C -1.428047 1.117177 4.206846 -0.13 -0.03 0.27 -0.2538
C -2.169918 -4.110335 -0.508057 0.20 0.00 -0.05 -0.2028
C 0.376604 2.309697 1.330270 -0.14 0.16 0.07 -0.1435
C -0.384785 3.608139 -3.525166 -0.51 0.08 -0.66 -0.4711
C 3.581012 1.307541 -1.404096 0.11 -0.04 0.08 -0.3108
C -1.842261 -1.693910 -1.281006 -0.03 -0.09 0.27 -0.1962
C 5.640483 0.989789 -0.239345 -0.09 0.09 -0.10 -0.1405
C -2.337219 -0.253342 -1.119602 0.21 0.01 -0.16 -0.1855
C 1.146731 1.493413 4.742521 -0.07 0.21 -0.31 -0.2000
H 0.438469 -8.666720 3.353704 0.00 0.00 0.00 0.0347
H -2.279147 0.254920 -2.087210 -0.12 -0.08 0.09 0.0972
H 5.895685 -0.642700 8.549485 0.00 -0.02 -0.02 0.0309
H 0.213378 4.050058 -6.346982 -0.03 0.04 0.04 0.0295
H 1.393714 -5.232723 -3.566133 0.10 -0.01 0.12 -0.0016
H 3.897600 -1.136614 -6.852066 -0.03 0.12 0.03 -0.0110
H 5.216464 -0.009106 -0.052261 0.10 0.07 0.02 0.0611
H 4.625049 0.196535 8.467087 -0.02 0.08 -0.12 -0.0097
H 1.994966 -6.080946 -4.680034 0.00 -0.01 -0.01 0.0304
H 4.204628 3.118254 4.495820 -0.03 0.04 -0.08 0.0391
H -2.168429 -2.087297 -2.248968 0.07 0.07 0.02 0.1123
H -3.457642 -2.418965 -0.102740 0.06 -0.08 0.00 0.0818
H -3.026008 -4.695650 -0.150995 0.02 0.04 -0.12 0.1081
H -0.632803 -0.902210 3.830914 -0.01 0.11 0.05 0.0659
H 2.583558 0.942559 7.929884 -0.13 0.00 -0.19 0.0562
H -2.438782 5.281348 1.738195 -0.04 0.01 -0.05 0.0244
H -0.740282 -1.144140 9.063758 0.00 -0.02 0.00 0.0326
H 4.795855 0.414286 -4.388088 0.00 0.05 0.07 0.0135
H -1.217803 -6.274367 1.580927 -0.26 0.13 0.01 0.0643
H 1.675971 2.033841 5.522412 0.21 -0.01 0.05 0.0679
H -4.809140 0.214684 2.578271 0.02 0.02 -0.04 0.0463
H -9.001111 5.680138 1.096491 0.04 0.00 0.03 0.0258
H 3.628695 2.606665 -4.122717 0.05 0.01 0.07 -0.0718
H -6.562521 -1.859063 -0.677267 0.01 0.03 -0.01 0.0373
H -0.657437 -0.065018 0.217384 -0.05 0.07 -0.05 0.1222
H -6.127078 -2.174340 0.750957 0.07 0.04 0.04 0.0387
H -3.583631 4.727278 -6.549911 -0.02 -0.02 -0.06 0.0194
H -0.744727 -1.703961 -1.267311 -0.06 -0.04 -0.22 0.1109
H -5.302342 3.326762 -3.955706 -0.11 -0.01 0.07 0.0621
H 1.225070 0.434408 5.016121 -0.22 0.05 -0.02 0.1035
H 6.697780 0.880148 -0.498862 -0.05 0.05 0.07 0.0813
H 1.337005 -1.652045 -6.043116 0.05 0.05 -0.04 0.0408
H -4.600009 3.498019 -2.616824 0.64 0.01 0.26 -0.0622
H 3.483543 0.228089 -1.652654 0.01 0.00 0.07 0.0525
H 2.130974 2.779163 3.311099 -0.23 0.00 -0.16 0.0968
H 0.820887 -5.506652 2.419915 0.01 0.16 0.00 0.0672
H 1.882688 -3.233215 -1.563418 0.18 0.00 0.01 0.0298
H -3.513201 -0.402380 2.081034 -0.03 -0.03 -0.03 0.0170
H -0.226461 2.110126 -4.996382 -0.15 0.19 0.06 0.0817
H -0.573215 2.282763 5.795284 0.08 -0.14 -0.04 0.1039
H -0.610605 -5.585242 -0.476558 0.17 0.13 0.07 0.0865
H -0.986779 -0.886551 7.579522 0.01 0.01 -0.02 0.0140
H -0.681458 2.430110 1.595673 0.13 0.06 0.06 0.0963
H 0.838528 3.280491 1.540537 0.03 -0.11 -0.08 0.1199
H -2.099825 -4.802613 1.951714 0.10 0.09 -0.09 0.1097
H 3.039760 2.393820 8.003312 0.01 -0.04 0.08 0.0549
H -1.943508 -2.390680 0.784930 -0.02 0.02 -0.08 0.1157
H 2.211143 3.827024 -2.150663 0.14 0.14 -0.04 -0.0468
H 2.804408 1.172140 3.397110 0.05 0.08 0.18 0.0782
H 0.749992 0.622522 -2.648073 -0.16 -0.07 0.12 0.0276
H -0.687563 -8.125130 2.479124 -0.03 0.00 -0.01 0.0177
H -3.117247 2.855326 -7.669576 -0.02 0.02 0.05 0.0333
H 0.780988 -8.256092 -2.107742 0.21 0.17 -0.11 0.0460
H 1.919645 -8.721602 -1.196652 0.01 0.02 0.02 0.0490
H 4.164679 -2.865316 0.666593 -0.02 -0.03 0.03 0.0465
H 3.748410 -1.713578 -0.236988 -0.05 0.08 0.00 0.0119
H 4.404249 0.746579 -5.792342 -0.03 0.09 0.12 0.0296
H 0.929171 2.849194 -0.715769 -0.07 0.02 -0.01 0.0267
H -0.817985 -0.506635 5.515537 -0.10 0.00 0.06 0.0467
H 3.643699 -1.317282 3.914789 0.00 0.01 0.01 0.0410
H 2.525348 -1.992931 -5.149344 0.01 0.02 0.04 0.0302
H 3.542811 3.456575 5.808160 -0.03 -0.02 -0.08 0.0071
H 1.284415 -4.618138 -1.389850 0.07 -0.05 0.09 0.0160
H 4.211749 4.369431 -0.889236 -0.19 0.07 -0.10 -0.0022
H -2.014919 -7.225444 -0.523812 -0.15 0.00 0.10 0.0233
H -6.297372 4.674363 -2.022504 -0.02 -0.15 -0.02 0.0095
H 0.367260 -3.796853 2.323829 -0.09 -0.01 0.12 0.0610
H -3.888666 2.721625 -8.996780 0.06 -0.04 0.02 0.0357
H 3.786151 4.991739 0.433508 -0.04 0.00 -0.01 0.0220
H 0.540493 4.142931 -3.744936 0.05 -0.09 0.22 0.0278
H -1.183943 4.066113 -4.129107 0.22 -0.19 0.09 0.0432
H -0.789072 -8.111002 -0.499638 0.10 -0.17 0.16 -0.0063
H 0.314321 0.492309 2.527729 0.03 -0.06 -0.10 0.0820
H -0.333905 -4.866276 3.574209 0.06 0.05 -0.05 0.0684
H -2.374070 1.451900 4.647973 0.10 0.08 -0.09 0.1042
H 1.705428 4.223938 -6.072271 0.05 -0.11 0.08 0.0401
H -1.188532 1.610182 -3.623893 -0.06 0.03 0.01 0.0789
H -3.385365 -0.262263 -0.810713 0.03 0.07 -0.07 0.0908
H 5.556877 1.580681 0.685182 -0.03 -0.15 -0.01 0.0842
H 3.121905 1.430199 -0.404061 0.13 0.01 -0.12 0.0404
H -1.550746 1.263037 3.130427 0.04 -0.10 0.08 0.0677
H -3.878368 4.491721 -5.057425 0.18 0.04 0.25 0.0003
H -2.132690 -4.219222 -1.599196 -0.05 -0.07 0.11 0.1074
H -7.667482 5.332238 -2.012336 0.02 -0.03 -0.07 0.0438
H 1.367944 0.772586 -4.262401 -0.06 -0.08 0.09 0.0167
H -2.040777 0.890403 0.740712 -0.04 0.03 -0.14 0.0820
H 1.115829 1.158084 -0.356452 -0.24 0.02 -0.04 0.0876
H -8.405811 4.746382 0.044706 0.23 -0.15 0.09 -0.0142
H 3.246543 -0.974248 2.482666 0.07 -0.09 -0.10 0.0137
H -1.401832 5.271711 0.635106 0.01 0.11 -0.11 -0.0273
H -2.249129 -0.875253 4.514003 0.05 0.07 0.03 0.0588
H 4.509874 -0.777318 -8.185558 -0.01 -0.02 -0.05 0.0316
H -0.303769 2.960941 4.208645 -0.09 -0.03 0.13 0.1143
H 1.728161 0.691243 1.520000 -0.02 -0.02 0.12 0.0930
H -0.066556 -4.017464 0.117023 -0.19 0.12 -0.12 0.0939
```
Forces are in eV/Å.

Net charge: -1
Frontier orbital gap (eV): 7.1
E_HOMO (eV): -5.47
DFT total energy (Eh): -3869.77134
Max |F| (Eh/bohr): 0.030